DFT (ωB97M-V/def2-TZVPD) results for C25H29N3O4 in the gas phase.

CARTESIAN COORDINATES (ANGSTROEM)
1 O -2.3916 -3.5606 -1.0523
2 O 4.8021 2.3676 -0.4515
3 O -4.3555 -1.5012 0.9301
4 O -1.3847 1.0628 -1.1088
5 N 7.3537 -1.6889 -0.2460
6 N -4.7284 1.7076 1.3995
7 N 4.9234 0.3032 -1.3546
8 C 4.2404 1.3773 -0.8844
9 C -5.5932 0.5463 1.5104
10 C 7.7178 -1.8401 2.1052
11 C -5.3218 -0.6132 0.5996
12 C -3.4236 1.6267 2.0152
13 C 2.7583 1.2656 -0.9506
14 C 2.0081 2.0207 -0.0565
15 C 7.7747 -2.3507 0.8183
16 C 2.0860 0.4798 -1.8857
17 C 6.7515 0.1314 1.1728
18 C -5.2192 -2.1462 -1.0151
19 C -5.8853 -0.9709 -0.5912
20 C 0.6274 1.9789 -0.0574
21 C -3.6396 1.7425 -0.8585
22 C -2.2599 1.7232 -0.2024
23 C -1.5716 -2.4236 -1.1821
24 C -0.0414 1.1830 -0.9843
25 C 7.1901 -0.5695 2.2824
26 C -2.3399 0.9872 1.1365
27 C -4.6731 2.3459 0.1036
28 C 6.8581 -0.4710 -0.0778
29 C 0.7101 0.4433 -1.9035
30 C 6.3699 0.2404 -1.3152
31 C -4.2949 -2.4282 -0.0533
32 C -3.2651 -3.5096 0.0535
33 H -3.6008 2.3296 -1.7767
34 H 7.1265 -0.1324 3.2687
35 H 4.4339 -0.5574 -1.5366
36 H -0.9610 -2.2689 -0.2835
37 H 2.5312 2.6479 0.6498
38 H -5.5375 0.2022 2.5468
39 H 0.0882 2.5773 0.6597
40 H 8.1746 -3.3375 0.6229
41 H -2.5779 -0.0587 0.9464
42 H -2.7011 -3.3590 0.9873
43 H -0.9191 -2.6156 -2.0308
44 H 2.6332 -0.0825 -2.6282
45 H -6.6143 0.8894 1.3150
46 H -2.1550 -1.5165 -1.3728
47 H -4.4188 3.3991 0.2741
48 H 6.7318 -0.2858 -2.2009
49 H -3.5116 1.0756 2.9532
50 H 6.3363 1.1237 1.2560
51 H -5.6660 2.3044 -0.3470
52 H -5.3949 -2.7048 -1.9111
53 H -1.3795 1.0228 1.6535
54 H -3.9148 0.7216 -1.1232
55 H -6.6754 -0.4609 -1.1037
56 H -1.9268 2.7594 -0.0439
57 H -3.7451 -4.4926 0.0789
58 H 8.0754 -2.4184 2.9430
59 H 0.1787 -0.1497 -2.6310
60 H 6.7272 1.2738 -1.3150
61 H -3.1202 2.6542 2.2527

Output
Energy relative to the best compared isomer or geometry (same formula, charge and spin), kcal per mole: 78.6
SMILES: COCc1ccc(CN2CCC(Oc3ccc(C(=O)NCc4ccccn4)cc3)CC2)o1
Net charge: 0